No. 1
Here is a 9-piece molecular cluster, C5H29N2O9 overall from OMol25. Energies are from the ωB97M-V functional and the def2-TZVPD basis.

```
! wB97M-V def2-TZVPD RIJCOSX def2/J DEFGRID3
* xyz 1 1
C 2.56678 -0.37736 1.71811
O 1.85689 -0.33853 2.82712
C 2.18694 -1.53899 0.77877
C 1.83683 -0.99897 -0.61480
C 0.36483 -0.62283 -0.79226
C -0.47917 -1.07791 -1.75028
N -1.83110 -0.86293 -1.77918
N -0.11584 0.19243 0.35912
H 2.33942 0.66656 1.32504
H 3.72522 -0.45977 1.89652
H 2.00050 -1.05204 3.46534
H 1.26530 -2.00311 1.18681
H 2.94171 -2.48530 0.84735
H 2.52047 -0.34537 -0.97394
H 2.07628 -1.79458 -1.33163
H 0.15994 -1.43799 -2.61921
H -2.16493 -0.38081 -0.92298
H -2.40838 -1.15636 -2.60580
H -0.05317 -0.42115 1.30096
H 0.65861 0.88378 0.48032
H -1.00005 0.66377 0.28650
H -1.53166 -1.82149 1.32463
H -1.05521 -3.12691 2.10863
O -1.08483 -2.11905 2.14217
H 0.04588 1.47909 -4.90489
H 1.19918 1.76389 -3.89153
O 0.22725 1.68209 -4.01709
H 0.46078 -3.99149 -2.88226
H -0.49963 -4.67563 -1.76204
O -0.20733 -3.95879 -2.28399
H 0.53089 3.60919 -0.27013
H 0.41577 3.92400 1.15595
O 0.51927 3.17206 0.64273
H -0.20624 3.20476 -2.58762
H 0.99714 4.16572 -2.51522
O 0.44755 3.44915 -2.04295
H -0.75263 -0.20622 3.56530
H -0.27411 1.36447 3.65166
O -0.92145 0.74928 3.33228
H -3.93545 0.25385 0.08070
H -3.09928 0.00581 1.37995
O -3.25088 -0.42066 0.55210
H -2.02175 2.80147 0.88583
H -2.07442 1.71530 2.11811
O -2.37593 1.92754 1.13579
*
```

Properties
energy relative to the best compared isomer or geometry (same formula, charge and spin)	118.80	kcal/mol
HOMO	-10.86	eV
energy	-27054.9943	eV
strongest force on any atom	0.1365	Eh/bohr

---

No. 2
Here is a 10-piece molecular cluster, C5H29NO10 overall from OMol25. Energies are from the ωB97M-V functional and the def2-TZVPD basis.

```
! wB97M-V def2-TZVPD RIJCOSX def2/J DEFGRID3
* xyz 0 1
C -1.02910 0.04629 1.85992
C -0.49239 1.08948 0.94355
O -0.26338 2.24061 1.34621
N -0.23654 0.73680 -0.33204
C 0.17124 1.69510 -1.37799
C -0.89699 1.69082 -2.47232
C 1.52595 1.31655 -1.95076
H -2.09205 0.22811 2.02314
H -0.93573 -0.97330 1.48835
H -0.49764 0.05594 2.81043
H -0.41754 -0.19022 -0.67262
H 0.22917 2.67382 -0.91133
H -0.89138 0.73662 -3.00408
H -1.89121 1.83273 -2.04534
H -0.71985 2.49092 -3.19110
H 2.31075 1.37371 -1.20078
H 1.81707 1.99181 -2.75956
H 1.53840 0.29952 -2.34436
O 2.41546 -2.48831 -0.75776
H 2.76689 -1.60935 -0.50001
H 2.31768 -2.91502 0.11710
O -3.76262 1.35872 -0.11895
H -3.36586 2.25106 -0.04209
H -3.18294 0.87152 -0.73370
O -2.27784 -2.21515 -0.44371
H -3.14248 -2.52188 -0.76259
H -1.59360 -2.41505 -1.12266
O -2.24397 3.69422 0.06739
H -1.49191 3.28857 0.54991
H -1.84695 4.29980 -0.58370
O 1.72099 -2.83680 1.88249
H 2.07042 -3.45953 2.53362
H 0.82317 -3.16713 1.64545
O 0.00674 -2.91123 -1.78678
H 0.89070 -2.69341 -1.37276
H 0.13705 -3.05031 -2.74162
O 2.41135 2.39362 1.20686
H 2.69690 2.92570 1.96943
H 1.44212 2.48663 1.17396
O 3.10553 -0.56064 1.06019
H 2.83801 0.37519 1.18553
H 2.52062 -1.08725 1.63162
O -0.53389 -3.83025 0.97515
H -0.26083 -4.17154 0.09995
H -1.27468 -3.21524 0.76851
*
```

Properties
energy relative to the best compared isomer or geometry (same formula, charge and spin)	0.00	kcal/mol
HOMO	-10.28	eV
energy	-27623.6381	eV
strongest force on any atom	0.0157	Eh/bohr

---

No. 3
Here is a 9-piece molecular cluster, C5H29NO8S2 overall from OMol25. Energies are from the ωB97M-V functional and the def2-TZVPD basis.

```
! wB97M-V def2-TZVPD RIJCOSX def2/J DEFGRID3
* xyz 0 1
C -1.85765 -1.53758 2.06790
C -1.46710 -1.80487 0.61219
N -1.47386 -0.58506 -0.23971
C -0.19902 0.19509 -0.18954
C -0.36413 1.60858 0.37834
C -1.35064 2.48448 -0.40481
S -0.85686 2.77863 -2.13663
S 0.62891 4.12431 -2.18589
H -2.89614 -1.20232 2.19713
H -1.20382 -0.74271 2.51502
H -1.72483 -2.42369 2.71590
H -2.22730 -2.53181 0.18189
H -0.49671 -2.27440 0.56715
H -2.24589 -0.00630 -0.01137
H 0.57876 -0.34900 0.39134
H 0.16464 0.17820 -1.20508
H 0.66610 2.07799 0.40015
H -0.62177 1.56079 1.45682
H -1.44333 3.45223 0.09888
H -2.34248 2.02443 -0.42065
H 1.76498 3.44523 -1.83840
O 2.99182 0.39026 1.22503
H 2.81142 -0.47678 0.94662
H 2.39858 0.56472 1.93795
O 1.07614 -0.24803 3.00341
H 1.47213 -0.61881 3.75880
H 1.01491 -1.01371 2.39792
O 3.01354 2.19149 -0.75824
H 3.94120 2.54098 -0.67405
H 2.97431 1.48759 -0.03976
O -3.50896 1.07674 1.41687
H -2.86815 1.15070 2.07648
H -4.13726 1.77189 1.56728
O 2.05797 -2.09478 0.92174
H 1.68425 -2.27304 0.02739
H 2.65806 -2.79730 1.12560
O 1.11447 -2.66426 -1.50078
H 0.16509 -2.61457 -1.60087
H 1.46400 -2.06262 -2.21506
O 1.32295 -0.81031 -3.41967
H 0.35053 -0.83135 -3.34814
H 1.59345 0.09897 -3.12717
O -1.26010 -1.28352 -2.97506
H -1.51941 -1.03108 -2.13768
H -1.84282 -0.92539 -3.55925
*
```

Properties
energy relative to the best compared isomer or geometry (same formula, charge and spin)	0.00	kcal/mol
HOMO	-8.57	eV
energy	-45197.1295	eV
strongest force on any atom	0.0848	Eh/bohr

---

No. 4
Here is one molecule with the formula C5H2N2 from OMol25. Energies are from the ωB97M-V functional and the def2-TZVPD basis.

```
! wB97M-V def2-TZVPD RIJCOSX def2/J DEFGRID3
* xyz 0 1
C 1.03778 -0.92604 1.20240
C 0.30168 -0.34164 0.28190
C -0.50384 0.40391 -0.53020
C 0.00169 1.70761 -0.71906
N 0.57859 2.65235 -1.03132
C -1.60174 -0.28780 -1.05372
N -2.52746 -0.77788 -1.49275
H 1.85424 -1.71170 1.11085
H 0.85907 -0.71880 2.23190
*
```

Properties
energy relative to the best compared isomer or geometry (same formula, charge and spin)	0.00	kcal/mol
HOMO	-10.57	eV
energy	-8194.1342	eV
strongest force on any atom	0.0912	Eh/bohr

---

No. 5
Here is an isolated ion of composition C5H2NS2 and charge -1 from OMol25. Energies are from the ωB97M-V functional and the def2-TZVPD basis.

```
! wB97M-V def2-TZVPD RIJCOSX def2/J DEFGRID3
* xyz -1 3
C 1.60856 1.92749 -1.57514
C -0.65241 1.21005 -0.52387
C 0.92292 -1.09014 0.24146
C 0.43327 1.72624 -1.04418
C 1.97849 -0.55560 -0.32277
N 2.66233 2.15303 -2.03246
S 3.52463 -0.33808 -0.72190
S -0.73753 -0.42814 0.41822
H -1.53850 1.61017 -0.29855
H 0.79013 -2.23850 0.44736
*
```

Properties
HOMO (spin up / spin down)	-1.89 / -2.89	eV
energy	-28373.2513	eV
strongest force on any atom	0.0942	Eh/bohr

---

No. 6
Here is one molecule with the formula C5H2O from OMol25. Energies are from the ωB97M-V functional and the def2-TZVPD basis.

```
! wB97M-V def2-TZVPD RIJCOSX def2/J DEFGRID3
* xyz 0 1
C -1.42590 -1.89943 -0.26358
C -0.62175 -1.03630 -0.51335
C 0.28681 -0.06865 -0.81902
C 1.06467 0.88379 -0.86181
C 0.99309 1.49294 0.50854
O 1.57177 2.42181 0.98363
H -2.12524 -2.68913 -0.11654
H 0.25655 0.89497 1.08214
*
```

Properties
energy relative to the best compared isomer or geometry (same formula, charge and spin)	38.84	kcal/mol
HOMO	-10.04	eV
energy	-7258.8239	eV
strongest force on any atom	0.0278	Eh/bohr

---

No. 7
Here is one molecule with the formula C5H2O from OMol25. Energies are from the ωB97M-V functional and the def2-TZVPD basis.

```
! wB97M-V def2-TZVPD RIJCOSX def2/J DEFGRID3
* xyz 0 1
O 0.04857 1.48047 -1.31390
C 0.26848 0.91365 -0.28568
C 1.30667 -0.60519 -0.20955
C 1.11858 -1.66261 0.51372
C -0.17840 -1.16497 0.41778
C -1.05551 -0.27536 0.21459
H 0.56661 1.34379 0.68214
H -2.07500 -0.02978 -0.01911
*
```

Properties
energy relative to the best compared isomer or geometry (same formula, charge and spin)	100.62	kcal/mol
HOMO	-9.88	eV
energy	-7256.1447	eV
strongest force on any atom	0.0147	Eh/bohr

---

No. 8
Here is C5H2O as an isolated structure from OMol25. Energies are from the ωB97M-V functional and the def2-TZVPD basis.

```
! wB97M-V def2-TZVPD RIJCOSX def2/J DEFGRID3
* xyz 0 1
O -1.38880 -1.23136 0.35924
C -0.79359 -0.25017 0.52680
C -1.15240 1.51053 -1.55948
C -0.12189 0.87474 -1.18790
C 0.82666 0.14546 -0.53965
C 1.39687 -0.52828 0.31619
H -0.77625 0.63157 1.15538
H 2.00939 -1.15249 0.92942
*
```

Properties
energy relative to the best compared isomer or geometry (same formula, charge and spin)	87.12	kcal/mol
HOMO	-9.60	eV
energy	-7256.7301	eV
strongest force on any atom	0.0251	Eh/bohr